(1)
{"formula": "C19H23N3O4S", "method": "the ωB97M-V functional and the def2-TZVPD basis", "total_charge": 0, "homo_lumo_gap_ev": 7.352, "multiplicity": 1, "e_homo_ha": -0.2757, "symbols": ["C", "H", "O", "C", "C", "C", "C", "C", "C", "O", "C", "H", "H", "H", "H", "C", "N", "N", "C", "C", "C", "H", "H", "S", "C", "C", "O", "N", "C", "H", "H", "C", "H", "C", "H", "H", "C", "H", "H", "C", "H", "O", "H", "H", "H", "H", "H", "H", "H", "H"], "xyz": [[-6.7346, -0.9076, -0.1168], [-7.5022, -0.2905, -0.0176], [-5.5143, -0.0407, 0.1437], [-4.3792, -0.6995, 0.0131], [-4.1311, -2.1153, -0.5891], [-2.9051, -2.4763, -0.4881], [-1.8832, -1.7022, 0.0087], [-2.0888, -0.2736, 0.2156], [-3.4156, 0.1944, 0.3414], [-3.6815, 1.3520, 0.8847], [-2.7590, 2.4776, 1.3146], [-3.3118, 3.2824, 1.5167], [-2.0032, 2.3315, 0.3534], [-2.0998, 1.9571, 2.1672], [-1.2405, 0.2965, 0.5098], [-0.4745, -2.0490, -0.1147], [0.5023, -1.5599, 0.5973], [1.6895, -1.7717, 0.6353], [2.2964, -2.5688, -0.2970], [1.3217, -3.3228, -1.0062], [-0.0213, -3.0377, -1.2154], [-0.7877, -3.4135, -1.6431], [1.7570, -4.0114, -1.7176], [3.8245, -3.0407, -0.0096], [4.5114, -1.9395, 0.9771], [4.9483, -0.6580, 0.7989], [6.0096, -0.5318, 0.5437], [3.8369, 0.3014, 0.7798], [3.7924, 1.4734, 0.4825], [3.6561, 2.1417, 1.2720], [4.9115, 1.8162, 0.0076], [2.8882, 1.7490, -0.9364], [3.1749, 1.0924, -1.5833], [1.4131, 1.5972, -0.4017], [0.8571, 0.8792, -0.9045], [1.4014, 1.7286, 0.7267], [0.9306, 3.1294, -0.8887], [0.2256, 3.5343, 0.3063], [0.3761, 3.1608, -1.6639], [2.0749, 4.0723, -0.7218], [2.1963, 4.7214, -1.3300], [3.0094, 3.1335, -1.1164], [2.4059, 4.2550, 0.2062], [2.8305, -0.4208, 0.9711], [5.3153, -2.5642, 1.4615], [3.9129, -2.2011, 1.9883], [-2.5927, -3.5020, -0.8508], [-4.8257, -2.7430, -0.6938], [-6.7268, -1.0825, -1.3668], [-6.9912, -1.7532, 0.4501]], "atomic_forces_ev_per_a": [[3.88, 0.76, -5.30], [-3.22, 3.04, 0.62], [-4.98, -2.98, 0.01], [-0.59, -2.62, -2.13], [0.15, 10.19, 3.49], [5.44, -3.97, -0.56], [1.35, 4.59, -0.53], [-1.19, -3.05, 0.84], [5.74, -1.01, 0.26], [-2.31, 3.23, 1.30], [5.63, -9.33, -3.11], [-1.92, 3.04, 0.53], [-1.61, 2.06, 2.46], [-1.59, 1.83, -1.33], [0.52, 0.45, 0.12], [2.04, -3.71, -4.20], [-7.57, 2.90, 2.45], [7.13, -0.05, -1.18], [-6.37, 0.00, 1.96], [0.73, -0.57, -3.73], [4.71, 5.56, 8.57], [-4.14, -3.30, -3.94], [0.10, -0.58, -0.01], [1.99, -4.04, -4.44], [-1.59, -5.94, 8.90], [-12.04, 3.88, 0.46], [12.86, 3.69, -2.80], [-1.14, -17.41, 4.51], [3.42, 11.10, -8.54], [-1.08, 1.95, 1.05], [-2.40, -0.71, 1.39], [-2.90, 4.84, 10.23], [1.99, -3.22, -4.68], [1.57, 5.24, -0.21], [-1.30, -1.49, -0.21], [-0.27, -1.21, -1.51], [-0.49, -0.25, 11.67], [0.90, -1.18, -3.86], [-3.80, 0.44, -5.43], [-1.98, -11.28, 3.78], [0.68, 8.81, -7.32], [5.65, -1.49, -3.79], [-0.06, 1.64, 3.85], [2.85, 2.65, -0.56], [0.22, 0.73, -1.27], [0.38, 1.86, -1.58], [-0.67, 0.98, 0.67], [-5.78, -4.45, -1.37], [0.11, -0.17, 3.52], [0.95, -1.43, 0.92]]}

---

(2)
{"formula": "C31H38NO2Os", "method": "the ωB97M-V functional and the def2-TZVPD basis", "total_charge": 1, "homo_lumo_gap_ev": [6.179, 5.168], "s2": 6.063, "multiplicity": 5, "e_homo_ha": [-0.3096, -0.4020], "symbols": ["O", "C", "C", "H", "H", "C", "H", "H", "C", "H", "H", "H", "C", "H", "H", "H", "Os", "C", "C", "C", "H", "C", "C", "H", "H", "H", "H", "C", "C", "C", "H", "C", "C", "H", "H", "H", "H", "O", "C", "C", "H", "H", "C", "H", "H", "C", "H", "H", "H", "H", "C", "C", "C", "C", "C", "C", "N", "C", "C", "C", "C", "C", "C", "H", "H", "H", "H", "H", "H", "H", "H", "H", "H"], "xyz": [[-0.3781, -1.0991, -4.8627], [-0.3230, 0.2660, -5.4240], [-0.2346, -0.1614, -6.8788], [0.5783, 0.7753, -5.0616], [-1.2149, 0.8483, -5.1697], [-0.2308, -1.5759, -6.2379], [0.7224, 0.1141, -7.3401], [-1.1272, 0.0524, -7.4803], [1.0821, -2.2912, -6.4832], [1.9277, -1.6233, -6.2892], [1.1038, -2.6134, -7.5339], [1.1781, -3.1725, -5.8421], [-1.4051, -2.4238, -6.6791], [-2.3458, -1.8744, -6.5750], [-1.4552, -3.3452, -6.0903], [-1.2647, -2.6982, -7.7329], [-1.0374, -1.7147, 0.6972], [-2.5691, -1.5779, 2.1729], [-1.9525, -0.3055, 2.0072], [-2.1894, 0.1225, 0.6775], [-1.3723, 0.2290, 2.7566], [-2.9491, -0.8830, 0.0169], [-3.1851, -1.9336, 0.9447], [-3.7030, -2.8627, 0.7405], [-2.5809, -2.1648, 3.0846], [-1.8127, 1.0394, 0.2305], [-3.2515, -0.8760, -1.0189], [0.0782, -2.4979, 2.3188], [-0.0983, -3.5201, 1.3388], [0.6205, -3.1201, 0.1771], [-0.7353, -4.3972, 1.4296], [1.1783, -1.8366, 0.4232], [0.8327, -1.4442, 1.7436], [1.0707, -0.4923, 2.2083], [-0.2904, -2.5106, 3.3348], [0.7151, -3.6943, -0.7406], [1.7759, -1.2594, -0.2696], [1.5679, 0.7020, -2.8220], [0.4099, -0.1057, -2.4740], [-0.8396, 0.7745, -2.5116], [0.5339, -0.4913, -1.4351], [0.3495, -0.9732, -3.1416], [-0.3339, 2.2117, -2.7621], [-1.2809, 0.7444, -1.5103], [-1.5989, 0.4326, -3.2136], [1.1488, 2.0526, -2.4210], [-0.8442, 2.9205, -2.1030], [-0.4492, 2.5094, -3.8116], [1.2661, 2.1742, -1.3222], [1.8173, 2.7586, -2.9272], [0.7427, 4.9559, 2.6518], [0.6122, 3.8927, 1.7439], [0.5145, 2.5888, 2.2070], [0.5414, 2.2922, 3.6070], [0.6979, 3.3875, 4.5026], [0.7963, 4.6921, 4.0295], [0.3675, 1.0013, 4.0125], [0.8299, 0.4989, 5.2000], [2.0810, 0.8752, 5.7796], [2.5604, 0.2451, 6.9250], [1.8022, -0.7600, 7.5475], [0.5571, -1.1261, 7.0125], [0.0743, -0.5161, 5.8629], [0.8179, 5.9850, 2.2898], [0.5852, 4.0896, 0.6689], [0.4340, 1.7504, 1.5111], [0.7260, 3.1775, 5.5736], [0.9153, 5.5103, 4.7415], [2.6649, 1.6589, 5.2872], [3.5312, 0.5380, 7.3325], [2.1803, -1.2481, 8.4465], [-0.0399, -1.9019, 7.4960], [-0.8963, -0.7753, 5.4336]], "atomic_forces_ev_per_a": [[-0.19, 0.81, -2.13], [0.08, 0.66, 0.74], [0.04, -0.58, 0.83], [-0.29, -0.06, 0.02], [0.15, -0.15, 0.02], [0.00, -0.74, -1.23], [-0.55, -0.06, -0.17], [0.49, 0.03, 0.06], [0.03, -0.10, 0.18], [-0.07, -0.14, -0.03], [0.14, 0.09, 0.29], [-0.01, 0.03, -0.07], [0.00, -0.14, 0.09], [0.10, -0.11, 0.01], [-0.06, 0.08, -0.04], [-0.13, 0.06, 0.21], [0.54, 0.23, -6.02], [-1.54, 0.76, 2.25], [-1.06, 0.83, 2.12], [-0.20, 0.77, -0.89], [-0.14, -0.09, -0.05], [-1.69, 0.60, -0.03], [-0.89, 0.04, -0.68], [0.02, 0.17, -0.04], [-0.11, 0.16, -0.21], [-0.30, -0.24, 0.25], [0.04, -0.01, -0.01], [2.15, -1.11, 2.84], [0.74, -0.75, 0.27], [0.89, -0.98, -0.20], [0.39, 0.08, 0.07], [0.51, -0.11, -0.53], [0.96, -0.29, 1.27], [-0.02, -0.28, 0.12], [0.10, -0.06, -0.12], [-0.17, 0.24, 0.17], [-0.07, -0.15, 0.14], [-1.82, 1.01, 0.69], [0.75, -0.62, 0.50], [-0.23, 0.27, 0.52], [-0.05, 0.48, -0.66], [0.25, 0.52, 0.34], [0.32, -0.62, -0.31], [-0.06, 0.01, -0.44], [0.13, 0.03, 0.00], [0.77, -0.26, 0.12], [0.19, 0.06, -0.25], [-0.10, 0.01, 0.34], [0.17, -0.17, -0.38], [-0.18, -0.17, 0.14], [0.08, -0.12, 0.17], [0.00, -0.05, 0.17], [-0.18, -0.13, 0.41], [0.40, 0.62, -0.11], [0.12, -0.11, -0.05], [-0.05, -0.19, -0.20], [-0.28, -0.08, -0.37], [0.43, -0.10, 0.99], [-0.37, 0.07, -0.19], [-0.32, -0.14, -0.07], [0.01, 0.25, -0.25], [0.06, 0.09, -0.03], [0.43, 0.30, -0.49], [-0.05, -0.41, 0.12], [0.04, -0.05, 0.37], [-0.02, 0.23, 0.12], [-0.08, 0.15, -0.32], [-0.07, -0.22, -0.24], [-0.13, -0.36, 0.17], [-0.35, -0.13, -0.12], [-0.13, 0.12, -0.28], [0.20, 0.27, -0.10], [0.26, -0.01, 0.20]]}

---

(3)
{"formula": "C5H10O", "method": "the ωB97M-V functional and the def2-TZVPD basis", "total_charge": 0, "homo_lumo_gap_ev": 10.447, "smiles": "CCC(=O)CC", "multiplicity": 1, "e_homo_ha": -0.3489, "symbols": ["C", "C", "C", "O", "C", "C", "H", "H", "H", "H", "H", "H", "H", "H", "H", "H"], "xyz": [[2.4763, 0.4866, -0.2439], [1.2715, -0.3958, -0.0045], [-0.0118, 0.3641, 0.0591], [-0.1012, 1.5645, 0.2244], [-1.2038, -0.4531, -0.3204], [-2.4711, -0.0003, 0.4333], [2.3832, 1.3650, 0.3974], [3.3918, -0.0614, -0.0191], [2.5026, 0.8277, -1.2849], [1.1751, -1.2067, -0.7399], [1.2831, -0.8873, 0.9762], [-1.0308, -1.5317, -0.2443], [-1.1445, -0.2206, -1.3845], [-2.1806, 0.2798, 1.4538], [-2.9666, 0.8708, -0.0004], [-3.2032, -0.8068, 0.5466]], "atomic_forces_ev_per_a": [[0.02, -0.04, 0.10], [0.21, -0.06, 0.18], [-0.11, 0.47, -0.70], [0.21, -0.54, 0.34], [-0.60, 0.17, 0.52], [0.05, -0.17, 0.09], [0.25, -0.04, -0.08], [0.07, 0.19, -0.05], [0.04, -0.05, 0.20], [0.03, 0.20, 0.14], [0.36, -0.14, 0.02], [0.06, 0.22, 0.19], [-0.81, -0.18, -0.40], [-0.05, 0.01, -0.21], [0.17, -0.16, -0.06], [0.12, 0.11, -0.29]]}

---

| no. | strongest force on any atom (hartree/bohr) |
| --- | --- |
| 1 | 0.35041 |
| 2 | 0.11771 |
| 3 | 0.01795 |